[1]
The following is a quantum chemistry calculation of a structure of composition C2H6AlF2O, from OMol25.

Results
M: 111.0 g/mol
Kohn-Sham gap: 4.261 eV
LUMO: -11.3 eV
Highest occupied orbital energy: -15.56 eV

```
! RIJCOSX wB97M-V def2-TZVPD def2/J DEFGRID3
* xyz 1 1
Al -2.4891 1.9689 1.3781
F -2.6483 2.0266 -1.3559
F -1.6632 -0.3900 2.6046
C 1.3305 -0.7630 -0.8197
C 0.4801 -0.4597 0.3910
O -0.2366 0.7819 0.1371
H 2.2407 -0.1758 -0.9009
H 0.7100 -0.7063 -1.7184
H 1.4772 -1.8462 -0.7738
H 1.0713 -0.4543 1.3079
H -0.3875 -1.1322 0.4364
H 0.1150 1.1503 -0.6863
*
```

---

[2]
The following is a quantum chemistry calculation of a cluster of 6 separate species, C36H61FN2O14 in total, from OMol25.

Results
M: 764.9 g/mol
Kohn-Sham gap: 8.538 eV
SMILES: CCCCCCC[C@@](NCCCC)(OC(=O)CON=O)[C@H](C)F.O=C1CCCO1.O=C1CCCO1.O=C1CCCO1.O=C1CCCO1.O=C1CCCO1
LUMO: -0.6 eV
Highest occupied orbital energy: -9.16 eV

```
! RIJCOSX wB97M-V def2-TZVPD def2/J DEFGRID3
* xyz 0 1
C 11.2434 0.9870 -0.9868
C 9.5899 1.0924 -0.9254
C 9.0223 0.0723 -2.0953
C 7.7297 0.8566 -2.7862
C 6.3829 0.1215 -2.1757
C 5.0842 1.1657 -2.0320
C 3.7932 0.2454 -1.6390
C 2.3535 1.0992 -1.5470
N 1.6150 0.3629 -0.4072
C 0.3016 0.9953 -0.0607
C -0.9981 -0.0163 -0.0581
C -0.7575 -1.4737 -0.7544
C -1.3128 -1.5383 -2.3313
O 2.4957 2.4703 -1.1210
C 2.5391 3.4793 -2.1616
O 3.5533 3.8190 -2.9594
C 1.1705 4.4282 -2.3340
O 0.3666 4.4804 -1.1009
N 0.3539 5.7569 -0.6778
O 0.8816 5.7138 0.4376
C 1.5531 0.7629 -2.9114
C 2.4486 0.8334 -4.3059
F 0.3082 1.5080 -3.1784
H 11.5474 -0.1111 -0.6892
H 11.5700 1.1730 -2.1097
H 11.6689 1.7942 -0.2404
H 9.1930 0.8375 0.1488
H 9.3254 2.2231 -1.1258
H 8.6793 -0.9163 -1.5436
H 9.8445 -0.2473 -2.8660
H 7.7508 2.0191 -2.6242
H 7.8367 0.6487 -3.9549
H 6.0500 -0.7470 -2.8932
H 6.5542 -0.3022 -1.0879
H 4.9479 1.6172 -3.1246
H 5.3123 1.9774 -1.2179
H 3.6838 -0.7131 -2.3427
H 4.0290 -0.2132 -0.5619
H 2.2360 0.4988 0.4462
H -0.0094 1.9328 -0.6863
H 0.3940 1.3848 1.0650
H -1.8646 0.5179 -0.6818
H -1.4572 -0.1599 1.0321
H 0.3224 -1.9132 -0.6625
H -1.4637 -2.2410 -0.1716
H -1.7105 -0.5008 -2.7085
H -0.5094 -2.0325 -3.0439
H -2.2526 -2.2730 -2.3686
H 0.5254 4.0597 -3.2410
H 1.5281 5.5241 -2.5940
H 1.2258 -0.3846 -2.8338
H 3.2792 -0.0144 -4.3659
H 1.6785 0.5557 -5.1756
H 2.8432 1.9020 -4.5672
O -4.3188 -3.7576 -0.8746
C -4.6266 -2.6255 -0.5403
O -4.2492 -1.4961 -1.2082
C -4.6919 -0.3516 -0.4804
C -5.8265 -0.8420 0.3804
C -5.4260 -2.2654 0.6753
H -3.8547 0.0302 0.1132
H -5.0158 0.4264 -1.1779
H -5.9796 -0.2358 1.2772
H -6.7595 -0.8350 -0.1961
H -4.7842 -2.3331 1.5581
H -6.2986 -2.9143 0.7798
O -0.2958 1.7076 2.8498
C 0.3720 2.2026 3.7426
O 0.9311 1.4957 4.7682
C 1.5456 2.4029 5.6820
C 1.8043 3.6551 4.8858
C 0.6601 3.6645 3.9039
H 0.8591 2.5758 6.5174
H 2.4713 1.9666 6.0684
H 1.8577 4.5551 5.5042
H 2.7529 3.5605 4.3433
H -0.2242 4.1599 4.3142
H 0.9513 4.1163 2.9529
O 0.3559 5.1488 8.4413
C 0.7956 4.2962 9.1950
O 0.6396 2.9523 9.0117
C 1.1824 2.2603 10.1353
C 2.1617 3.2204 10.7584
C 1.5381 4.5624 10.4693
H 0.3639 2.0017 10.8151
H 1.6699 1.3398 9.8011
H 2.3279 3.0353 11.8230
H 3.1293 3.1473 10.2471
H 0.8244 4.8549 11.2445
H 2.2970 5.3356 10.3294
O -8.4207 -4.3748 -0.2466
C -8.1314 -5.3208 -0.9604
O -9.0085 -6.2967 -1.3381
C -8.3073 -7.2967 -2.0757
C -7.0688 -6.6135 -2.5939
C -6.7674 -5.6097 -1.5100
H -8.0727 -8.1275 -1.4021
H -8.9393 -7.6667 -2.8882
H -6.2457 -7.3056 -2.7905
H -7.2989 -6.0871 -3.5282
H -6.1468 -6.0393 -0.7186
H -6.3067 -4.7065 -1.9165
O -6.8884 -5.6467 -5.3857
C -6.4462 -4.5390 -5.1295
O -6.1229 -4.1106 -3.8741
C -5.7432 -2.7364 -3.9315
C -5.3292 -2.4975 -5.3599
C -6.2224 -3.4411 -6.1249
H -6.6028 -2.1240 -3.6398
H -4.9225 -2.5512 -3.2324
H -5.4293 -1.4535 -5.6683
H -4.2814 -2.7918 -5.4967
H -7.1834 -2.9814 -6.3720
H -5.7306 -3.8186 -7.0243
*
```

---

[3]
The following is a quantum chemistry calculation of a cluster of 2 separate species, C5H8NOS in total, from OMol25.

Results
M: 130.2 g/mol
Kohn-Sham gap: 8.472 eV
LUMO: -4.7 eV
Highest occupied orbital energy: -13.17 eV

```
! RIJCOSX wB97M-V def2-TZVPD def2/J DEFGRID3
* xyz 1 1
C 0.7752 1.5564 0.1718
C 1.7296 0.5944 -0.0425
C -0.3200 1.2300 0.9482
C 1.6742 -0.6705 0.5715
C -0.4016 -0.0699 1.4697
N 0.5342 -0.9771 1.2208
O -1.3839 -0.4687 2.2979
S -1.1609 -0.8154 -1.9627
H 0.6301 2.4163 -0.5582
H 2.5315 0.7535 -0.8615
H -1.0316 2.0647 1.2733
H 2.5064 -1.4166 0.6057
H -1.4092 0.5380 -2.0695
H 0.5405 -1.8716 1.6841
H -2.2316 -0.0804 2.0013
H -2.4782 -1.0829 -2.3484
*
```

---

[4]
The following is a quantum chemistry calculation of a structure of composition C22H27BN6O2PPt, from OMol25.

Results
M: 644.4 g/mol
Kohn-Sham gap (spin up / spin down): 7.282 / 7.283 eV
LUMO (spin up / spin down): -2.9 / -2.9 eV
Highest occupied orbital energy (spin up / spin down): -10.23 / -10.23 eV

```
! RIJCOSX wB97M-V def2-TZVPD def2/J DEFGRID3
* xyz 1 1
Pt -0.1497 -0.1711 -0.1886
C 1.0359 5.0129 1.4013
N 0.4539 3.9668 0.5617
C -0.4320 4.1743 -0.4608
C -0.7270 2.9467 -0.9755
N -0.0162 2.0035 -0.2865
C 0.6873 2.6330 0.6399
P 1.7975 1.8571 1.8582
C 2.6728 0.7274 0.7395
N 2.0696 -0.0995 -0.0931
C 3.0449 -0.7828 -0.7665
C 4.2612 -0.3532 -0.3242
N 4.0181 0.6016 0.6274
C 5.0440 1.3329 1.3689
C 0.6572 0.6562 2.6162
N -0.0519 -0.2604 1.9781
C -0.7887 -0.9353 2.9108
C -0.5044 -0.4229 4.1416
N 0.4014 0.5845 3.9462
C 0.9798 1.4169 4.9998
H 0.6291 5.9666 1.0795
H 2.1174 5.0337 1.2922
H 0.7746 4.8537 2.4447
H -0.7751 5.1606 -0.7221
H -1.3952 2.6887 -1.7784
H 2.8183 -1.5262 -1.5113
H 5.2624 -0.6385 -0.5988
H 6.0145 0.9825 1.0313
H 4.9515 1.1438 2.4356
H 4.9668 2.4001 1.1758
H -1.4682 -1.7251 2.6433
H -0.8675 -0.6762 5.1228
H 0.5525 1.1034 5.9473
H 0.7378 2.4640 4.8346
H 2.0589 1.2907 5.0385
C -8.6963 -0.2084 1.7172
C -7.8823 0.9894 1.2099
C -7.6358 1.9374 2.3824
C -8.6961 1.7364 0.1450
C -6.5705 0.4906 0.5934
C -6.6190 -0.3850 -0.4959
C -5.4760 -0.8869 -1.1152
C -4.2742 -0.4744 -0.5973
O -2.9889 -0.8147 -1.0131
B -2.1484 -0.1221 -0.1613
O -2.8681 0.6234 0.7829
C -4.2019 0.3821 0.4708
C -5.3228 0.8842 1.0912
H -9.6387 0.1329 2.1516
H -8.1464 -0.7588 2.4837
H -8.9337 -0.9039 0.9109
H -8.5923 2.2694 2.7896
H -7.0816 2.8270 2.0743
H -7.0858 1.4485 3.1898
H -9.6380 2.0903 0.5702
H -8.9348 1.0944 -0.7040
H -8.1457 2.6009 -0.2328
H -7.5829 -0.6924 -0.8806
H -5.5328 -1.5640 -1.9564
H -5.2234 1.5571 1.9308
*
```

---

[5]
The following is a quantum chemistry calculation of a structure of composition C41H36As2BrF4N4O8PSbSe5Ti, from OMol25.

Results
M: 1613.9 g/mol
Kohn-Sham gap (spin up / spin down): 5.779 / 5.715 eV
LUMO (spin up / spin down): -1.6 / -1.7 eV
Highest occupied orbital energy (spin up / spin down): -7.38 / -7.42 eV

```
! RIJCOSX wB97M-V def2-TZVPD def2/J DEFGRID3
* xyz 0 2
Ti 0.0500 -0.6334 -0.5181
F 3.7909 7.2451 -1.1826
C 2.9846 6.3407 -0.6402
C 2.5157 6.5194 0.6440
F 2.8786 7.5920 1.3386
C 1.6883 5.5601 1.2004
F 1.3565 5.7651 2.4783
C 1.2643 4.4334 0.5080
P 0.1485 3.1355 1.2239
C 0.8651 2.8971 2.8885
C 2.2411 2.6984 3.0140
C 2.8020 2.3719 4.2382
C 1.9932 2.2273 5.3605
C 0.6231 2.4041 5.2399
C 0.0620 2.7286 4.0108
C -1.4495 3.9662 1.5336
C -2.5448 3.2451 1.0607
C -3.8461 3.6894 1.2773
C -4.0650 4.8637 1.9706
C -2.9826 5.5916 2.4577
C -1.6890 5.1454 2.2493
C 1.8142 4.2521 -0.7741
Br 1.6126 2.6308 -1.7505
C 2.6568 5.1902 -1.3347
F 3.2176 5.0163 -2.5291
H 2.8855 2.8052 2.1464
H 3.8724 2.2277 4.3184
H 2.4273 1.9731 6.3189
H -0.0184 2.2858 6.1041
H -1.0119 2.8575 3.9345
H -2.3728 2.3429 0.4965
H -4.6783 3.1115 0.8944
H -5.0736 5.2212 2.1345
H -3.1521 6.5061 3.0114
H -0.8727 5.7078 2.6623
Se -3.0830 -1.5010 -4.8915
Sb -3.1613 -1.0680 -2.5835
Se -1.3459 -2.4853 -1.4549
Se -1.4322 0.7538 -1.7946
Se -5.0969 -0.6711 -1.2597
C -1.4673 -4.8613 2.2722
O -0.6927 -4.5288 1.1108
C -0.1928 -5.5628 0.4154
O -0.3032 -6.7029 0.7650
C 0.6083 -5.0011 -0.7630
C 0.8606 -5.6157 -1.9167
As 1.9655 -4.9297 -3.4282
C 2.9662 -6.5898 -3.7416
C 3.1417 -3.8657 -2.3124
C 2.3438 -2.7578 -1.8128
As 1.2806 -3.2171 -0.2343
C 2.6375 -3.9744 0.9941
C 2.1741 -1.5292 -2.3594
O 1.2924 -0.6536 -1.9015
O 2.8945 -0.9578 -3.3342
C 3.3604 -1.7457 -4.4336
C 4.4848 -4.1008 -1.7542
O 5.0372 -3.3506 -0.9776
O 5.0540 -5.2306 -2.2143
C 6.3705 -5.4986 -1.7116
C 0.1936 -6.8708 -2.4437
O -0.0869 -6.9373 -3.6170
O -0.0032 -7.8455 -1.5752
C -0.6495 -9.0172 -2.1034
H -1.7941 -3.9076 2.6767
H -0.8586 -5.4057 2.9919
H -2.3224 -5.4720 1.9916
H 2.3547 -7.2137 -4.3888
H 3.2146 -7.1166 -2.8232
H 3.8856 -6.3163 -4.2542
H 3.0380 -4.8814 0.5467
H 2.1331 -4.2203 1.9284
H 3.4444 -3.2660 1.1547
H 3.8344 -1.0468 -5.1156
H 2.5151 -2.2310 -4.9189
H 4.0901 -2.4885 -4.1108
H 6.5685 -6.5365 -1.9609
H 6.4151 -5.3409 -0.6374
H 7.0949 -4.8474 -2.1984
H -0.9571 -9.5832 -1.2303
H 0.0557 -9.5885 -2.7045
H -1.5045 -8.7414 -2.7144
N 3.0224 0.3150 0.1956
C 4.0481 0.3996 1.0454
C 3.7375 -0.3827 2.1393
C 2.4853 -0.9198 1.8340
N 2.0534 -0.4993 0.6481
H 2.9461 0.6945 -0.7373
H 4.9115 0.9995 0.8122
H 4.3344 -0.5466 3.0183
H 1.8814 -1.6006 2.4095
Se -2.6353 -0.5350 0.8031
N -0.9228 -0.2386 1.4268
C -0.9663 -0.5161 2.7405
C 0.0808 -0.2348 3.6707
C -0.0876 -0.5741 4.9745
C -1.2926 -1.1839 5.4499
C -2.3361 -1.3877 4.6091
C -2.1998 -1.0228 3.2353
N -3.2108 -1.0989 2.3601
H 0.9648 0.2958 3.3468
H 0.7003 -0.3508 5.6829
H -1.3811 -1.4424 6.4966
H -3.2757 -1.8053 4.9442
*
```

---

[6]
The following is a quantum chemistry calculation of a structure of composition C2H3N3O2, from OMol25.

Results
M: 101.1 g/mol
Kohn-Sham gap: 10.164 eV
LUMO: -0.1 eV
Highest occupied orbital energy: -10.30 eV

```
! RIJCOSX wB97M-V def2-TZVPD def2/J DEFGRID3
* xyz 0 1
C -1.3025 -0.6748 -0.0216
C 1.0074 0.1646 0.3243
N -1.2828 0.6967 0.2368
N -0.0179 1.1867 0.5405
N 0.4818 -1.0656 -0.2489
O -2.0867 -1.5157 0.0679
O -0.5611 1.4938 -0.6873
H 1.8750 0.7642 -0.2571
H 1.4707 -0.0804 1.2930
H 0.4162 -0.9695 -1.2478
*
```

---

[7]
The following is a quantum chemistry calculation of a structure of composition C21H29AlBr2CaN4NaO13, from OMol25.

Results
M: 795.3 g/mol
Kohn-Sham gap: 1.114 eV
LUMO: -7.1 eV
Highest occupied orbital energy: -8.22 eV

```
! RIJCOSX wB97M-V def2-TZVPD def2/J DEFGRID3
* xyz 1 1
C 3.3618 -1.1328 -1.4823
O 2.8040 -0.0717 -0.7591
C 1.3622 0.0044 -0.9232
C 0.9971 1.5125 -0.8551
C -0.5267 1.8262 -0.8121
C -1.3887 1.2884 -2.0929
C -1.8153 -0.2149 -1.8007
C -1.4519 -1.2745 -2.7610
C -1.8179 -2.5933 -2.4437
N -2.5247 -2.9025 -1.2185
C -2.8730 -1.9518 -0.3194
C -2.5202 -0.5468 -0.5880
H 2.9869 -2.1427 -1.1927
H 4.4671 -1.1456 -1.2370
H 3.2726 -1.0374 -2.5923
H 0.9057 -0.5548 -0.0676
H 1.0576 -0.4799 -1.8848
H 1.4290 1.8836 0.1096
H 1.4983 2.0436 -1.6911
H -0.6949 2.9963 -0.7457
H -0.9384 1.4170 0.1622
H -0.7805 1.3261 -3.0154
H -2.2948 1.9036 -2.2907
H -0.9028 -1.0614 -3.7011
H -1.4981 -3.4130 -3.1810
H -2.7525 -3.8818 -0.9934
H -3.4019 -2.1862 0.6543
H -2.7607 0.2918 0.0966
N -1.7154 0.2830 2.7043
O -2.4018 -0.7994 2.9917
O -0.4970 0.2050 2.7459
O -2.2844 1.3143 2.3983
Na -3.4648 -4.1741 -3.1440
C -0.4960 -1.5013 6.9547
C -0.4844 -2.2661 8.1146
C -0.6288 -3.6444 8.0399
C -0.7794 -4.2428 6.7984
C -0.7997 -3.4885 5.6365
C -0.6579 -2.1123 5.7173
N -0.9077 -5.7024 6.7095
O -0.9051 -6.3350 7.7454
O -1.0057 -6.1955 5.5983
H -0.3779 -0.4258 7.0151
H -0.3598 -1.7878 9.0778
H -0.6187 -4.2330 8.9474
H -0.9220 -3.9564 4.6691
H -0.6694 -1.5148 4.8147
Br -4.4589 -0.3320 2.9622
N -3.6003 -2.4595 -7.3245
O -2.6066 -1.7650 -7.5936
O -4.6277 -2.3795 -7.9966
O -3.5523 -3.2586 -6.3423
Ca 5.7577 0.1281 -1.1456
C -7.2994 2.0741 3.7297
O -6.9534 0.9138 3.1916
O -7.7302 2.1749 4.8978
O -7.2241 3.1610 3.1081
Al -8.0293 -0.2898 2.3316
Br -0.4972 3.3945 -2.5564
C 5.4657 4.5511 -5.0319
C 5.7584 5.6022 -3.9742
C 6.0940 4.7492 -2.7645
O 6.6810 3.5335 -3.2645
C 6.4739 3.4689 -4.6874
H 5.5678 4.9154 -6.0530
H 4.4483 4.1701 -4.9051
H 6.6301 6.1915 -4.2693
H 4.9303 6.2862 -3.7938
H 5.1912 4.4825 -2.2035
H 6.7927 5.2397 -2.0855
H 7.4356 3.6525 -5.1752
H 6.1295 2.4697 -4.9632
*
```

---

[8]
The following is a quantum chemistry calculation of a cluster of 2 separate species, C3H9N3 in total, from OMol25.

Results
M: 87.1 g/mol
Kohn-Sham gap: 9.157 eV
SMILES: [H]/N=C/N.C=CN
LUMO: 0.8 eV
Highest occupied orbital energy: -8.40 eV

```
! RIJCOSX wB97M-V def2-TZVPD def2/J DEFGRID3
* xyz 0 1
C -2.0562 -2.2679 0.1254
C -1.2368 -1.5386 0.8377
N -0.7161 -1.9308 2.1175
H -2.7394 -1.8699 -0.5292
H -2.1340 -3.3432 0.2775
H -1.0448 -0.4000 0.7486
H -0.9230 -2.8418 2.4520
H 0.1309 -1.4868 2.3405
N 1.1851 1.8645 -0.3798
C 1.3395 2.3440 -1.5948
N 2.4079 3.0712 -1.7785
H 1.7461 2.2744 0.3455
H 0.3575 1.4224 -0.0657
H 0.6367 1.9586 -2.3683
H 3.0465 2.7440 -2.5286
*
```

---

[9]
The following is a quantum chemistry calculation of a structure of composition C21H31N3O5S, from OMol25.

Results
M: 437.6 g/mol
Kohn-Sham gap: 8.593 eV
LUMO: 0.4 eV
Highest occupied orbital energy: -8.22 eV

```
! RIJCOSX wB97M-V def2-TZVPD def2/J DEFGRID3
* xyz 0 1
C 3.1209 3.3728 1.4123
H 2.0855 2.7557 1.3700
H 3.7202 2.8434 2.0567
H 2.8464 4.4430 1.5641
C 3.6186 3.4753 -0.1546
N 4.0616 2.0559 -0.3680
S 3.3257 1.5919 -1.6420
O 3.3611 2.4332 -2.9997
O 3.7323 0.1351 -2.1988
C 1.5249 1.4378 -1.2362
C 1.4227 0.5225 -0.1956
C 0.0597 0.5650 0.1711
C -1.2138 1.4899 -0.3522
N -2.2834 1.3379 0.2107
C -2.7904 1.0107 1.3867
C -3.8321 1.9618 1.9717
H -4.6822 1.5706 2.6841
C -4.5315 2.1785 0.5784
H -5.2439 2.8591 0.3896
C -3.2619 2.2216 -0.3311
H -3.5533 1.9514 -1.5342
H -2.8221 3.2751 -0.3682
H -5.0631 1.1502 0.2456
H -3.4042 2.8313 2.3914
H -1.9106 0.9275 1.9499
H -3.1668 -0.1219 1.4607
C -0.8136 2.2276 -1.3982
C 0.6323 1.9675 -1.9761
H 0.9285 2.7512 -2.6880
H -1.4864 2.6439 -1.8938
C -0.2149 -0.5275 1.3056
O 0.3765 -0.4836 2.2680
O -1.1950 -1.3773 1.0423
C -1.5228 -2.2444 1.9736
H -1.8058 -1.8549 2.9288
H -0.4701 -3.1356 2.1406
C -2.6573 -3.2407 1.2435
O -3.5931 -3.3216 2.1748
N -2.2343 -3.9660 0.3079
C -0.8062 -4.0336 -0.3370
C -1.3275 -4.8190 -1.4376
H -0.1668 -5.3564 -1.7826
C -2.3329 -5.6613 -1.1556
C -3.2748 -4.6938 -0.2522
H -3.7136 -5.3351 0.3710
H -4.1174 -4.2909 -0.8719
H -3.0681 -6.1290 -1.9257
H -2.1639 -6.5299 -0.4818
H -1.6246 -4.2536 -2.5481
H -0.4846 -2.9665 -0.6075
H -0.2601 -4.5310 0.2114
H 2.0277 0.0377 0.2820
C 5.2232 1.2695 -0.2690
C 6.3538 1.9591 -1.0434
H 7.2823 1.4305 -0.8359
H 6.1819 1.5998 -2.0050
H 6.5175 3.0858 -1.1244
H 5.7330 1.6743 0.8732
H 5.3081 0.2397 -0.3127
H 4.6629 3.8206 0.2279
H 2.9860 3.7693 -0.8660
*
```

---

| no. | F_max (Eh/bohr) |
| --- | --- |
| 1 | 0.0765 |
| 2 | 0.1662 |
| 3 | 0.0728 |
| 4 | 0.0149 |
| 5 | 0.0212 |
| 6 | 0.1138 |
| 7 | 0.1686 |
| 8 | 0.0754 |
| 9 | 0.2852 |